1.
The following is a quantum chemistry calculation of a structure of composition CH6N2O at a distorted geometry, from the OMol25 dataset.

Results
- energy above the lowest of the compared OMol25 structures with the same formula, charge and spin (kcal per mole) = 60.0
- HOMO level (eV) = -9.7

```
10
CH6N2O, DFT wB97M-V/def2-TZVPD
C 0.39402 -0.76113 -1.30609
N -0.86296 -0.10252 0.65824
N -0.08942 0.26737 -0.50043
O 0.17569 -1.92969 -1.04703
H 0.93008 -0.53434 -2.22282
H 0.15743 1.22788 -0.49804
H -0.29572 -0.39059 1.39695
H -1.28600 -1.02034 0.32858
H 0.73345 1.61057 1.86515
H 0.14343 1.63279 1.32549
```

Computed natural (NBO) charges, given in elementary charges:
1. C 0.495
2. N -0.649
3. N -0.483
4. O -0.614
5. H 0.138
6. H 0.398
7. H 0.345
8. H 0.379
9. H 0.007
10. H -0.015

2.
The following is a quantum chemistry calculation of the ion C7H16N with charge +1 at a distorted geometry, from the OMol25 dataset.

Results
- total charge = +1
- energy above the lowest of the compared OMol25 structures with the same formula, charge and spin (kcal per mole) = 35.7
- SMILES = C=CCCC[C@@H](C)[NH3+]
- HOMO level (eV) = -12.5

```
24
C7H16N, DFT wB97M-V/def2-TZVPD
C 2.28843 -0.96344 0.47745
C 0.84879 -0.82206 0.95071
C 0.30817 0.60030 1.02591
C -0.72474 1.05353 -0.06896
C -1.06056 0.04271 -1.17870
C -1.42030 0.67275 -2.50426
C -2.28749 1.65014 -2.65882
N 0.76682 -1.43491 2.38733
H 2.40079 -1.78607 -0.21017
H 2.97368 -1.22896 1.27890
H 2.74846 -0.04903 0.10131
H 0.23200 -1.50802 0.39307
H -0.15070 0.82248 1.99264
H 1.15093 1.28773 0.99066
H -1.63761 1.24017 0.48155
H -0.30515 1.91021 -0.57009
H -0.32222 -0.75910 -1.31858
H -1.88232 -0.60853 -0.86367
H -0.80025 0.30209 -3.31157
H -2.47980 2.05247 -3.65029
H -2.89344 2.16596 -1.93410
H 1.63594 -1.24896 2.89081
H 0.57034 -2.43406 2.37894
H 0.04025 -0.95739 2.91996
```

Computed natural (NBO) charges, given in elementary charges:
1. C -0.650
2. C -0.024
3. C -0.433
4. C -0.390
5. C -0.453
6. C -0.190
7. C -0.375
8. N -0.679
9. H 0.247
10. H 0.217
11. H 0.256
12. H 0.227
13. H 0.207
14. H 0.233
15. H 0.221
16. H 0.234
17. H 0.190
18. H 0.218
19. H 0.211
20. H 0.212
21. H 0.201
22. H 0.438
23. H 0.443
24. H 0.440

3.
The following is a quantum chemistry calculation of a cluster of 2 separate species, C16H38BN2O6SSi in total, from the OMol25 dataset.

Results
- total charge = -1
- HOMO level (eV) = -4.8

```
65
C16H38BN2O6SSi, DFT wB97M-V/def2-TZVPD
C 4.26711 4.22403 -1.35950
C 3.03358 3.33631 -1.17364
C 1.80209 4.16285 -0.78787
N 0.55177 3.45395 -0.56458
C 0.54919 2.24608 0.23068
S 1.30593 2.55301 1.88830
O 1.21002 1.17069 -0.33815
B 0.22175 0.53564 -1.31526
C 0.15577 -1.07366 -1.12329
C 1.43852 -1.87607 -1.34015
O 2.60374 -1.06746 -1.17917
Si 3.49242 -1.08573 0.19789
C 2.41201 -0.93542 1.72388
C 4.47325 -2.69237 0.31835
C 4.67577 0.36108 0.10837
O -1.10981 1.13808 -0.88266
C -0.88183 1.69876 0.37495
N -1.93432 2.62952 0.71366
C -2.52299 2.43684 2.03096
C -3.62927 1.38021 2.07517
H 4.22299 5.09197 -0.69217
H 5.18843 3.68899 -1.12302
H 4.34307 4.61021 -2.37911
H 2.81195 2.79547 -2.09694
H 3.22408 2.58641 -0.41173
H 2.04285 4.77826 0.08710
H 1.60493 4.87045 -1.60210
H 0.13247 3.21132 -1.45694
H 0.93240 3.83462 1.98579
H 0.45952 0.88741 -2.47631
H -0.26660 -1.28295 -0.13101
H -0.58903 -1.42812 -1.84826
H 1.48780 -2.29031 -2.35151
H 1.47113 -2.73969 -0.65743
H 2.32831 0.11397 2.00748
H 1.39842 -1.30060 1.54545
H 2.83415 -1.48821 2.56932
H 5.41638 -2.62465 -0.22960
H 3.90586 -3.53502 -0.08496
H 4.70531 -2.91991 1.36222
H 5.67304 0.08142 0.45813
H 4.30958 1.16746 0.74783
H 4.74861 0.75416 -0.90741
H -0.80476 0.89947 1.13945
H -2.63916 2.51948 -0.00679
H -2.90495 3.39568 2.39752
H -1.72382 2.15132 2.71523
H -3.81726 1.04474 3.09815
H -4.56912 1.76302 1.67084
H -3.32605 0.50653 1.49301
C -3.13899 -3.05625 -2.30274
C -3.14844 -2.34858 -0.96737
O -4.42322 -2.51124 -0.29549
C -4.61128 -3.66791 0.31560
O -3.83263 -4.58489 0.40036
O -5.83182 -3.65328 0.87691
C -6.16496 -4.84647 1.58403
H -3.96982 -2.71274 -2.92104
H -2.20585 -2.83328 -2.81929
H -3.21811 -4.13570 -2.17547
H -3.03272 -1.27354 -1.08814
H -2.35226 -2.70391 -0.31687
H -5.39934 -5.08826 2.31870
H -6.27457 -5.68298 0.89435
H -7.11123 -4.64021 2.07630
```

Computed natural (NBO) charges, given in elementary charges:
1. C -0.613
2. C -0.421
3. C -0.197
4. N -0.679
5. C 0.338
6. S -0.115
7. O -0.761
8. B 0.658
9. C -0.724
10. C -0.039
11. O -0.897
12. Si 1.938
13. C -1.152
14. C -1.146
15. C -1.145
16. O -0.749
17. C 0.223
18. N -0.642
19. C -0.213
20. C -0.631
21. H 0.190
22. H 0.204
23. H 0.191
24. H 0.206
25. H 0.224
26. H 0.168
27. H 0.179
28. H 0.382
29. H 0.127
30. H -0.143
31. H 0.186
32. H 0.192
33. H 0.163
34. H 0.143
35. H 0.250
36. H 0.243
37. H 0.214
38. H 0.225
39. H 0.231
40. H 0.222
41. H 0.218
42. H 0.244
43. H 0.248
44. H 0.125
45. H 0.367
46. H 0.173
47. H 0.198
48. H 0.197
49. H 0.193
50. H 0.213
51. C -0.640
52. C -0.080
53. O -0.492
54. C 0.982
55. O -0.656
56. O -0.503
57. C -0.254
58. H 0.204
59. H 0.229
60. H 0.214
61. H 0.220
62. H 0.205
63. H 0.195
64. H 0.184
65. H 0.188

4.
The following is a quantum chemistry calculation of an isolated molecule of C4H7N3O at a distorted geometry, from the OMol25 dataset.

Results
- energy above the lowest of the compared OMol25 structures with the same formula, charge and spin (kcal per mole) = 65.0
- SMILES = [H]/N=c1/nc(CC)o[nH]1
- HOMO level (eV) = -9.7

```
15
C4H7N3O, DFT wB97M-V/def2-TZVPD
C -2.32223 -0.17853 0.52935
C -1.54079 -0.22669 -0.68639
C 0.00666 0.03510 -0.35029
C 2.10917 -0.27283 -0.12824
H -2.34526 0.80391 0.91773
H -1.82389 -0.82428 1.26142
H -3.36448 -0.51610 0.37146
H -1.47849 -1.22495 -1.12420
H -1.68321 0.54170 -1.45191
H 3.93222 -0.31195 0.07354
H 1.95967 1.48346 1.02404
N 0.84961 -0.86821 -0.18709
N 3.15293 -0.93881 0.03796
N 1.98683 1.14526 0.03788
O 0.56127 1.35291 -0.32524
```

Computed natural (NBO) charges, given in elementary charges:
1. C -0.612
2. C -0.430
3. C 0.590
4. C 0.487
5. H 0.214
6. H 0.220
7. H 0.221
8. H 0.238
9. H 0.227
10. H 0.338
11. H 0.382
12. N -0.520
13. N -0.620
14. N -0.347
15. O -0.389

5.
The following is a quantum chemistry calculation of a structure of composition C17H32HfN3OPSi at a distorted geometry, from the OMol25 dataset.

Results
- HOMO level (spin up / spin down) (eV) = -4.7 / -4.7

```
56
C17H32HfN3OPSi, DFT wB97M-V/def2-TZVPD
Hf -0.32028 0.16847 0.07462
Si -0.39887 0.20500 -2.76594
P 0.10001 -1.98335 -1.72250
N 1.60624 0.12958 0.34366
H -2.22842 0.48173 0.91915
C 0.50002 -3.16436 -0.34872
H 0.85998 -4.10070 -0.79593
H -0.37570 -3.37573 0.27527
H 1.28916 -2.75631 0.29805
C -1.09001 -2.96067 -2.68339
H -0.67831 -3.96799 -2.81496
H -1.27096 -2.52378 -3.67031
H -2.04304 -3.03295 -2.14948
C 1.68909 -2.13951 -2.63199
H 1.81893 -3.19969 -2.89075
H 2.52000 -1.81278 -1.99288
H 1.69906 -1.54213 -3.55168
C -2.13900 0.89126 -2.96643
H -2.43744 1.49860 -2.10360
H -2.87248 0.09549 -3.14000
H -2.10972 1.54485 -3.85069
H 0.46351 1.29931 -2.20793
H 0.10053 -0.00358 -4.15686
C 2.91141 0.35475 0.23069
C 5.14142 0.39018 1.23364
C 3.79399 0.08853 1.32270
C 3.47704 0.88502 -0.97848
C 4.82966 1.18575 -1.05102
C 5.66529 0.93736 0.04803
H 5.79445 0.19496 2.08831
H 3.33431 -0.34140 2.21637
H 2.79489 1.05050 -1.82037
H 5.24253 1.60980 -1.97183
H 6.73266 1.16526 -0.02347
C -2.38300 -0.65154 1.26746
O -1.06091 -1.20327 1.27512
C -2.91844 -0.67688 2.70310
H -3.93288 -0.26722 2.75202
H -2.26776 -0.07903 3.34744
H -2.94667 -1.70303 3.08904
C -3.27580 -1.36362 0.24966
H -3.00770 -2.42879 0.15154
H -3.23649 -0.90010 -0.75350
H -4.32104 -1.29859 0.57377
C -2.56931 5.23751 1.41199
N -1.62865 4.24111 0.96165
C -0.30768 4.47928 0.56856
C 0.22334 3.27243 0.24046
N -0.76603 2.29150 0.42746
C -1.87649 2.92430 0.85489
H -2.16454 5.78459 2.27165
H -2.77975 5.96200 0.61546
H -3.50685 4.75065 1.70628
H 0.13259 5.46267 0.56483
H 1.20597 2.99890 -0.11016
H -2.82724 2.45005 1.09676
```

Computed Mulliken charges, given in elementary charges:
1. Hf -0.012
2. Si 0.542
3. P 1.136
4. N -0.138
5. H -1.098
6. C -1.531
7. H 0.498
8. H 0.292
9. H 0.265
10. C -1.306
11. H 0.406
12. H 0.411
13. H 0.246
14. C -1.377
15. H 0.427
16. H 0.280
17. H 0.409
18. C -1.119
19. H 0.211
20. H 0.309
21. H 0.399
22. H -0.184
23. H -0.268
24. C -0.070
25. C -0.457
26. C -0.419
27. C 0.532
28. C -0.711
29. C -0.404
30. H 0.336
31. H 0.375
32. H 0.227
33. H 0.354
34. H 0.332
35. C 2.340
36. O -0.630
37. C -1.582
38. H 0.390
39. H 0.388
40. H 0.350
41. C -1.184
42. H 0.201
43. H 0.083
44. H 0.521
45. C -0.874
46. N 0.149
47. C -0.564
48. C -0.331
49. N -0.168
50. C -0.016
51. H 0.339
52. H 0.331
53. H 0.294
54. H 0.440
55. H 0.335
56. H 0.296

6.
The following is a quantum chemistry calculation of the ion C4H12N2 with charge -1 at a distorted geometry, from the OMol25 dataset.

Results
- 2S+1 = 2
- total charge = -1
- energy above the lowest of the compared OMol25 structures with the same formula, charge and spin (kcal per mole) = 19.8
- ⟨S²⟩ = 0.750
- HOMO level (spin up / spin down) (eV) = 1.5 / -5.6

```
18
C4H12N2, DFT wB97M-V/def2-TZVPD
N 0.35154 1.56354 -0.86020
C 1.45800 -1.05499 1.65049
C 0.74554 0.26045 1.22518
C 0.25952 0.20360 -0.22392
C -1.14504 -0.29867 -0.29569
N -1.72465 -0.76011 -1.56566
H 0.28760 2.30994 -0.13181
H 1.33868 1.60837 -1.12078
H 1.63379 -1.60518 0.70702
H 2.30322 -1.02905 2.36680
H 0.62432 -1.58097 2.13209
H 1.52928 1.05652 1.28574
H 0.07233 0.78463 1.90992
H 0.90872 -0.43455 -0.85702
H -1.35962 -1.04897 0.48429
H -1.74434 0.56687 0.09137
H -2.64673 -0.34835 -1.63821
H -1.26390 -0.36914 -2.38041
```

Computed natural (NBO) charges, given in elementary charges:
1. N -0.931
2. C -0.700
3. C -0.912
4. C -0.141
5. C -0.252
6. N -0.850
7. H 0.323
8. H 0.322
9. H 0.187
10. H 0.206
11. H 0.184
12. H 0.163
13. H 0.196
14. H 0.170
15. H 0.172
16. H 0.167
17. H 0.343
18. H 0.353